(1)
Density functional theory data (ωB97M-V/def2-TZVPD) for a cluster of 2 separate species, C4H8O2 in total.

XYZ file:
```
14
C4H8O2 | the OMol25 dataset | ωB97M-V/def2-TZVPD
O 2.0681 -0.4154 0.5695
O -0.9402 -2.1900 -0.3767
C -0.6844 -0.8243 -0.6477
C 0.8946 -0.6155 0.8147
C 0.3454 1.7390 -0.0184
C 0.0174 0.4980 0.7659
H -1.5927 -0.2663 -0.7589
H 0.4630 -1.5599 1.2210
H -0.4090 0.7117 1.7702
H -0.5717 2.3344 -0.0740
H 1.1115 2.3521 0.4740
H -1.3616 -2.5862 -1.1612
H 0.7055 1.5236 -1.0315
H -0.0459 -0.7012 -1.5469
```

The LUMO energy comes out at 0.02557 Ha. The HOMO energy is -8.81 eV.


(2)
Density functional theory data (ωB97M-V/def2-TZVPD) for an isolated molecule of C6H6F2.

XYZ file:
```
14
C6H6F2 | the OMol25 dataset | ωB97M-V/def2-TZVPD
F 2.5509 0.5830 -0.0975
F 2.1979 -1.4547 0.6086
C -0.6670 -1.2668 -0.2170
C -1.2248 1.4698 0.2274
C 0.3775 -0.2536 -0.1140
C 0.1088 1.1224 -0.1050
C -1.5224 -2.1625 -0.1093
C 1.8822 -0.5563 -0.3519
H 2.2197 -0.8841 -1.3590
H 1.0164 1.7966 -0.0833
H -1.6461 2.6032 -0.0550
H -1.8588 0.5878 0.0819
H -1.2717 1.4313 1.4319
H -2.1626 -3.0162 0.1423
```

The LUMO energy comes out at 0.01532 Ha. The HOMO energy is -8.94 eV.


(3)
Density functional theory data (ωB97M-V/def2-TZVPD) for a structure of composition C27H30Br2CoIN5O3.

XYZ file:
```
69
C27H30Br2CoIN5O3 | the OMol25 dataset | ωB97M-V/def2-TZVPD
I -0.6993 -2.5915 -1.7727
Br -2.9086 0.4596 2.7992
Br -0.1528 -0.1114 -4.2078
Co -0.5510 -1.1019 0.6083
O 1.3405 -1.1985 0.6944
O -1.2643 0.6248 -0.4142
O 3.1782 -0.1712 1.4608
N -0.2259 0.1904 2.2690
N -1.7035 -5.2860 3.0888
N -0.6712 2.4125 -1.7400
N -1.2373 3.0591 -2.7422
N -1.3539 -2.6084 1.9889
C 1.3358 -0.9521 -3.3897
C -1.0677 0.8283 3.0673
C 1.8184 4.4477 0.0716
C 0.5480 2.8085 -1.1010
C 1.9877 -0.3486 1.4519
C -0.5748 4.1410 -3.4640
C -2.4796 2.5055 -3.0493
C 2.6050 -0.5690 -3.7995
C 1.1938 -1.9545 -2.4406
C 1.5934 1.2687 3.3734
C 2.8894 3.5612 0.1050
C 0.6296 4.0750 -0.5328
C -2.8888 -4.4658 2.6547
C -3.3049 3.0528 -4.1535
C 2.7813 2.2919 -0.4511
C 3.5714 -2.1943 -2.3119
C 2.3060 -2.5814 -1.9025
C 3.7196 -1.1891 -3.2553
C -2.4687 -3.4792 1.5741
C 0.6961 1.9232 4.2077
C -0.2036 -3.4220 2.4411
C 1.5986 1.9012 -1.0602
C -0.5658 -4.4081 3.5404
C 1.0917 0.4100 2.4170
C -0.6671 1.7055 4.0582
C -1.5414 1.3673 -1.3435
C -2.6910 1.4648 -2.2071
H -3.5425 0.8068 -2.1802
H -0.9055 -3.9031 4.4450
H -2.1635 -4.0163 0.6720
H -1.3946 2.1939 4.6899
H 2.7148 0.1966 -4.5552
H 3.8193 3.8648 0.5671
H -3.6602 -5.1443 2.2950
H -4.2663 2.5464 -4.1717
H 0.5836 -2.7647 2.8069
H 4.4398 -2.6833 -1.8932
H 1.0502 2.5978 4.9761
H 4.7061 -0.8918 -3.5836
H -2.8198 2.8981 -5.1195
H -1.6716 -2.0164 2.7568
H 0.5004 4.0298 -3.3519
H 3.6127 1.6027 -0.4099
H -3.4786 4.1219 -4.0256
H -3.2570 -3.9571 3.5459
H 2.1912 -3.3623 -1.1652
H 0.2787 -5.0471 3.7924
H -1.9769 -5.9183 3.8458
H -3.3325 -2.8662 1.3184
H -0.8921 5.1046 -3.0647
H -0.2183 4.7486 -0.5503
H 1.9090 5.4297 0.5152
H 2.6633 1.4042 3.4470
H 1.4998 0.9228 -1.5151
H 0.2022 -3.9449 1.5708
H -0.8606 4.0668 -4.5096
H -1.3941 -5.8859 2.3188
```

The LUMO energy (alpha / beta) comes out at -0.26883 / -0.40552 Ha. The HOMO energy (alpha / beta) is -16.21 / -16.22 eV. As for the spin multiplicity: 5. Its charge is +3.


(4)
Density functional theory data (ωB97M-V/def2-TZVPD) for an isolated molecule of C5H10O.

XYZ file:
```
16
C5H10O | the OMol25 dataset | ωB97M-V/def2-TZVPD
O -1.7571 2.2881 0.6803
C 1.6756 -1.5727 0.6679
C -1.8905 1.6583 -0.5238
C -0.3547 -0.2546 -0.0043
C 1.1583 -0.4043 -0.1720
C -1.1280 0.6442 -0.9363
H 1.1605 -2.5012 0.3911
H -0.5840 0.0034 1.0405
H 1.3907 -0.5692 -1.2317
H -0.7994 -1.2506 -0.1525
H 1.4883 -1.4024 1.7360
H 2.7501 -1.7312 0.5322
H -2.7294 2.0504 -1.0918
H -1.2255 0.3316 -1.9725
H -0.8275 2.1883 0.9190
H 1.6725 0.5219 0.1179
```

The LUMO energy comes out at 0.03302 Ha. The HOMO energy is -8.70 eV.


(5)
Density functional theory data (ωB97M-V/def2-TZVPD) for the ion C4H6N2 with charge +2.

XYZ file:
```
12
C4H6N2 | the OMol25 dataset | ωB97M-V/def2-TZVPD
N 1.6114 -1.0266 -0.2315
N -0.4895 0.5360 0.0282
C -1.7515 0.5026 -0.5780
C 0.5976 1.0549 0.4836
C 1.5355 -0.1043 0.6307
C -0.8012 -0.6359 -0.3339
H -2.6708 0.3011 -0.0040
H -2.1856 0.9606 -1.4730
H 2.1772 -0.2442 1.4841
H -0.6847 -1.7568 -0.5216
H 2.0961 -1.7817 0.0995
H 0.5654 2.1943 0.4160
```

The LUMO energy comes out at -0.50413 Ha. The HOMO energy is -21.37 eV. Its charge is +2.